Record 1
155
Properties=species:S:1:pos:R:3:lowdin_charge:R:1 method="wB97M-V/def2-TZVPD" e_tot_ev=-141383.929 spin_multiplicity=1 total_charge=+1 e_lumo_ev=-1.70
C -1.1832 -17.8947 -9.4535 -0.13
H 4.4729 -16.1051 -8.4244 0.09
C -1.3403 -5.1979 -8.1681 -0.12
C 3.4173 -11.9623 -9.2659 -0.49
H 1.8758 -16.3711 -10.2966 0.07
O 1.3986 -13.4762 -6.3908 0.05
H 4.8967 -10.4294 -5.5383 0.09
H -2.1960 -6.0972 -6.3732 0.16
H -0.6393 -4.3663 -8.0964 0.14
H -0.1754 -15.6572 -7.2538 0.10
H 4.5347 -9.8551 -16.2436 0.13
C 1.4183 -15.5332 -12.8765 -0.08
H 4.0387 -6.9660 -5.0503 0.13
C -2.1210 -9.1765 -15.2493 -0.28
H -3.9592 -14.0481 -14.9168 0.09
H 4.1466 -15.6358 -10.0809 0.05
O 3.4278 -13.2542 -9.5775 0.10
C -3.7354 -11.1507 -10.5291 -0.01
H 4.4656 -11.6531 -16.2374 0.14
H -4.3959 -10.4946 -11.0960 0.09
C -1.9319 -13.5533 -15.6247 -0.14
H 2.4448 -4.1461 -14.1643 0.14
H 5.5431 -15.0187 -9.4724 0.09
H 7.4062 -7.1907 -14.1810 0.09
C -0.5404 -16.2836 -8.0543 -0.13
C 7.1397 -9.1120 -11.2356 -0.08
C 4.0251 -10.7345 -15.8499 -0.05
H -1.3470 -12.7236 -5.6647 0.15
H 7.5959 -6.7522 -12.4589 0.07
H -5.8066 -11.1898 -9.2391 0.13
O 3.3172 -7.3675 -6.9640 0.05
H 2.3104 -2.9521 -12.8094 0.14
O 2.4627 -13.8006 -4.4674 0.15
H 0.9304 -11.6472 -7.1868 0.12
C -5.1304 -10.8320 -8.4626 -0.07
C -3.7046 -11.0168 -8.9744 -0.32
C 6.7990 -8.7198 -12.6875 -0.33
O 2.1020 -10.1160 -13.0540 0.07
O -0.8101 -12.8349 -10.1927 -0.02
H 2.8840 -14.3547 -7.9939 0.14
H -4.0901 -12.1570 -10.7520 0.09
O 3.5821 -15.9446 -12.3791 0.07
H -0.3566 -18.4344 -7.5096 0.09
H -5.2917 -9.7989 -8.1545 0.13
H 8.7099 -7.8610 -13.0834 0.09
C 2.4658 -3.9952 -13.0851 -0.07
H 2.4939 -8.7001 -4.6602 0.15
O 1.5599 -4.8630 -12.4766 0.08
H -2.7514 -11.0171 -10.9787 0.06
H -1.0238 -10.8712 -16.4026 0.06
O 4.5356 -14.0602 -13.1955 0.10
C 4.0143 -10.2850 -4.9148 0.02
O -5.1556 -11.7325 -7.3148 0.06
O 5.8756 -9.2154 -10.6772 0.10
N -1.0848 -13.0910 -13.6070 0.05
H -1.2538 -18.8252 -9.9971 0.09
O 1.6178 -6.9785 -11.4076 0.02
H -2.0738 -13.5832 -16.6949 0.10
C -2.9744 -9.9144 -14.2483 -0.04
H 0.7078 -16.0006 -13.5582 0.14
C -0.3386 -10.8478 -5.3382 -0.01
H 0.6657 -10.5049 -5.0897 0.08
H -0.2331 -4.7496 -5.4481 0.09
H -0.7505 -10.1612 -6.0778 0.09
C 3.5500 -14.7941 -13.0454 -0.54
O -3.2561 -12.1538 -8.3169 0.10
C 4.5793 -13.0375 -7.6661 -0.07
H 3.3442 -11.1414 -4.9898 0.07
C 2.6853 -8.4684 -7.5102 -0.42
O 3.3820 -5.7322 -11.7750 0.10
O 1.9476 -9.9898 -15.2847 0.12
H -3.1158 -10.1370 -8.7149 0.15
O -0.8246 -7.2688 -7.5022 0.08
H 4.4697 -13.3681 -6.6333 0.14
H 7.7054 -10.0436 -11.2256 0.15
O 3.8010 -10.8059 -14.4450 0.08
C -2.9371 -13.8015 -14.6702 -0.10
O 2.3134 -14.5583 -13.5123 0.07
H 2.0959 -11.5331 -16.6107 0.15
H 2.8849 -17.8041 -10.6445 0.09
H 3.7447 -3.8797 -11.3100 0.16
H -2.9248 -10.9956 -14.3772 0.12
H 2.3051 -17.3052 -13.3107 0.16
C 2.5583 -10.5694 -16.3975 -0.33
H -2.5461 -8.2883 -15.7167 0.15
H -3.9836 -9.5442 -14.0678 0.15
O -0.4245 -8.1355 -9.5907 -0.01
H -1.0494 -10.8368 -4.5119 0.10
H -1.2783 -9.4117 -17.2411 0.07
O -1.0525 -5.9825 -9.2541 0.14
C 4.9147 -8.8318 -11.4855 -0.46
O 3.6973 -8.8558 -11.2255 0.03
H 0.8580 -5.5062 -6.5298 0.09
H -1.7700 -16.3490 -11.0582 0.10
C 3.2587 -8.9863 -5.3821 -0.29
H 5.1398 -7.8716 -6.0412 0.14
O 0.2359 -11.3809 -11.3820 -0.06
H 0.9291 -15.0838 -12.0123 0.13
H 0.1221 -6.4669 -5.2437 0.08
C 4.0814 -7.7399 -5.8167 -0.06
H -2.6966 -10.4474 -16.8628 0.09
Ca 1.2579 -9.1884 -10.7182 1.50
H 5.7870 -4.8803 -12.0750 0.07
H 7.6315 -8.2808 -10.7303 0.14
O 0.4312 -12.9023 -4.5674 0.13
C 4.5410 -15.2772 -9.1301 0.02
C -1.1306 -9.1038 -13.2738 -0.55
C 2.5517 -10.3014 -14.1984 -0.50
C -4.0118 -12.4974 -7.3048 -0.56
O -0.0321 -10.9510 -9.3882 -0.08
C 3.7948 -14.0362 -8.5008 -0.30
H 5.1668 -5.4232 -13.6080 0.08
N -0.1870 -11.7546 -10.3340 -0.56
C -0.6286 -17.6378 -8.1863 -0.12
O -3.6980 -13.3375 -6.5155 0.16
C 2.3725 -16.6062 -12.4770 -0.32
C 0.4106 -12.5519 -6.8714 -0.07
H 2.7839 -8.7468 -17.4916 0.09
C -0.7783 -7.1988 -8.8547 -0.47
C -2.3768 -13.5132 -13.4154 -0.13
H -0.5213 -12.7253 -12.8529 0.10
H 2.7678 -10.1786 -18.4546 0.10
H 0.1577 -12.8942 -15.3739 0.10
H -0.8989 -14.7204 -9.4191 0.09
H 1.2889 -9.3520 -17.7485 0.08
O -2.2722 -9.6311 -13.0609 0.10
H 5.6446 -13.1354 -7.8751 0.13
C 1.4908 -13.4776 -5.0828 -0.63
C 7.6681 -7.5584 -13.1889 -0.02
H -2.8224 -13.4350 -12.4347 0.10
O 2.2001 -8.5618 -8.6470 0.03
H -2.2861 -4.6564 -8.1866 0.14
O -0.2400 -8.8821 -12.4371 -0.02
N -0.9194 -15.7142 -9.2403 0.02
C 3.6851 -4.4455 -12.2398 -0.27
O 2.8149 -11.1301 -9.9461 0.07
O 2.7779 -9.4372 -6.5978 0.06
C -1.7450 -10.0596 -16.4992 0.00
C -1.4732 -16.6639 -10.0686 -0.12
O 5.4419 -8.4147 -12.6690 0.10
C -1.2458 -6.0632 -6.9061 -0.27
H 5.4983 -3.7009 -13.3618 0.08
H 4.2749 -10.1497 -3.8651 0.09
C 2.3015 -9.7200 -17.5827 -0.02
C -0.3406 -12.3092 -5.6049 -0.32
C 5.1162 -4.6056 -12.8890 0.00
O 4.0096 -11.7985 -8.0896 0.09
O -0.9839 -8.8348 -14.5386 0.14
H 6.9785 -9.5483 -13.3727 0.15
C 2.0999 -17.1505 -11.0248 0.00
H -0.2210 -13.0085 -7.6334 0.12
H 1.1547 -17.6934 -11.0203 0.07
C -0.0661 -5.6860 -5.9804 -0.01
C 2.1085 -5.9630 -11.9164 -0.47
C -0.8184 -13.1157 -14.9682 -0.15

Record 2
144
Properties=species:S:1:pos:R:3:lowdin_charge:R:1 method="wB97M-V/def2-TZVPD" e_tot_ev=-100082.888 spin_multiplicity=1 total_charge=0 e_lumo_ev=-0.32 de_lowest_ev=4.574
H -2.3780 -0.6484 4.6897 0.11
H -3.4569 0.0929 0.1224 0.11
H 3.5109 -2.4666 -0.3584 0.10
O -6.8404 -3.3788 -3.2677 0.11
H -2.4840 2.4580 0.0915 0.11
O 2.1792 -0.2547 0.4481 0.03
H -0.7206 -0.5592 -0.5920 0.12
C 5.8034 -3.8234 -2.0903 -0.48
H 4.6790 -1.2811 -1.1317 0.13
C 2.9337 -1.3069 -6.5584 -0.46
C 0.6560 -3.1405 2.5144 -0.18
C 0.0728 0.1719 -0.4366 -0.09
H -4.5329 -1.7234 -3.3164 0.11
C 3.2515 -1.6500 -4.3339 -0.19
H 0.2180 -0.4297 -4.5052 0.10
H -1.5521 5.3466 5.2395 0.12
O 3.7772 1.9090 8.0359 0.08
O -4.8601 0.6464 1.3784 0.02
C 1.3436 -0.5747 -0.5387 -0.47
O 1.6667 -1.4003 -1.3859 0.07
H -4.6752 -0.9912 5.1242 0.13
H -0.2268 0.1593 1.7191 0.12
H 0.7507 4.7582 5.4530 0.14
H -2.1567 0.1758 6.2596 0.12
H -1.2375 6.3046 0.3147 0.09
H -3.1097 2.7513 1.6857 0.10
H -1.2132 -6.0160 -4.0479 0.14
O 1.0612 -5.4462 2.4467 0.04
C -0.8002 -4.3052 -2.7888 -0.15
O -6.0428 1.5262 5.4882 0.10
H -0.6102 1.0390 -5.0135 0.13
C 0.4940 -3.5799 1.0925 -0.08
C -0.7016 -0.0450 -4.9463 -0.05
C -2.5345 -0.6998 -6.4203 -0.12
C -0.3463 6.7130 -0.1620 -0.09
H -4.0133 -3.3826 -3.2205 0.10
H -3.2972 -1.7199 -1.0264 0.07
C -1.6198 4.5432 3.2651 -0.17
H -1.8499 1.8715 4.8397 0.12
H -3.8465 -3.4250 -0.9034 0.11
H -0.7243 -1.7218 -6.4987 0.11
O -6.7465 1.8337 1.1647 0.07
H -5.5175 -0.9667 -0.4001 0.11
H -0.7311 7.6845 -0.4720 0.11
H 5.8311 2.7069 4.6418 0.13
C 6.6848 -3.4781 -0.8747 -0.03
O 0.1125 -5.8809 0.4286 0.11
C 0.1523 0.7842 0.9104 -0.14
O 4.3531 0.8279 6.0967 0.03
C -4.8845 1.1647 5.2552 -0.39
H 4.2687 3.0437 3.7586 0.11
H 1.1809 -2.1855 2.5371 0.11
C 0.4103 5.0419 4.4572 -0.08
H 7.2694 -4.3414 -0.5569 0.12
C -5.5059 1.7236 0.9894 -0.47
H 1.5458 7.4602 0.8333 0.13
C -4.1087 -2.4186 -1.2298 -0.15
C 1.6691 0.9149 1.0611 -0.15
H 1.3119 -3.2307 0.4623 0.11
H -0.7027 -0.0653 -7.1298 0.12
C 0.5167 -5.0930 1.2513 -0.46
O 4.7138 -3.0351 -2.0567 0.00
H 2.2239 1.7949 0.7356 0.13
C -2.7573 0.1305 5.3511 -0.16
C -5.4349 -2.0500 -0.4883 -0.19
C -1.8384 -4.2822 -4.8461 -0.52
C -1.7081 -5.1407 -3.6270 -0.07
C 4.0126 1.9098 6.8195 -0.45
H -2.5208 4.0631 3.6469 0.12
C 4.3707 1.1644 4.7017 -0.18
H -0.4186 -3.2527 0.5941 0.13
C -4.2283 -0.1613 5.6717 -0.05
C -4.5557 -2.6074 -2.6791 -0.05
C 4.4648 -2.3157 -0.8639 -0.17
C 4.0174 3.0924 5.8808 -0.08
O -0.7092 3.5147 3.1755 0.00
C 4.7477 2.5886 4.6255 -0.15
H -0.3420 1.7554 0.8885 0.10
H 7.4030 -2.7865 -1.3153 0.12
H 2.0307 0.8508 2.0873 0.10
C -4.6093 2.6972 0.2547 -0.06
H 2.9777 3.3236 5.6492 0.10
O 1.3932 2.9021 3.6885 0.08
C 4.3021 -1.8037 -6.4995 -0.07
H -2.8877 0.1602 -6.9892 0.12
H 5.0676 -1.4316 -7.1805 0.13
O 2.3435 -1.2327 -5.3327 0.02
H -2.7384 -5.3098 -3.3140 0.13
H -2.4896 1.0186 3.4649 0.10
C -6.0369 -3.0593 -2.4153 -0.41
H -0.3166 -2.9039 2.9459 0.12
H -1.1134 6.5577 4.0213 0.12
H -4.4090 -0.4326 6.7118 0.13
H -2.9315 -1.5822 -6.9222 0.13
H 5.1945 -3.6215 0.6821 0.11
C -2.7215 1.3205 4.4863 -0.22
H 0.3941 -2.5315 -3.3807 0.11
H 1.0680 5.6864 3.8740 0.13
C 5.5641 -2.8314 0.0285 -0.14
H 0.8289 6.5473 -2.0519 0.15
C -1.0123 5.5107 4.3069 -0.12
O -2.6877 -4.3048 -5.6886 0.13
H 4.4779 3.9786 6.3174 0.13
C 0.7915 6.6788 0.9265 -0.13
C 1.2033 5.0837 -0.6904 -0.54
C 0.2694 5.9181 -1.3596 -0.06
H -1.8018 5.0168 2.3004 0.12
H 4.9590 -0.5311 -4.8967 0.12
H 1.2119 -4.3051 4.2203 0.13
H -4.7926 2.5275 -0.8063 0.14
O -0.8321 -3.4038 -4.8764 0.00
H -5.2743 -2.4238 0.5229 0.13
H 3.2128 -1.0047 -3.4562 0.11
H 3.0460 -2.6621 -3.9853 0.12
H -1.4443 -3.5741 -2.3002 0.11
C -3.2886 2.1825 0.7732 -0.16
O -6.4466 -2.6677 -1.1823 0.05
H 2.5305 -4.1253 3.0732 0.13
H 4.2854 -2.8549 -6.7872 0.14
O -2.9544 -0.6348 -5.0105 0.00
H 5.8578 -1.9869 0.6518 0.11
H -0.4200 5.3160 -1.9515 0.14
O 1.6859 4.0140 -1.0539 0.09
H 0.4155 6.7289 1.9484 0.10
C -1.9370 -0.3842 -4.1205 -0.42
H 3.3928 0.8422 4.3437 0.12
C 4.6043 -1.5586 -4.9777 -0.13
H 5.4153 -2.2088 -4.6495 0.11
O 1.4947 5.5340 0.5147 0.03
H 0.8571 -4.1527 -4.1179 0.13
O -2.1144 -0.3636 -2.8992 0.06
C 1.4503 -4.2444 3.1584 -0.13
H -2.7019 0.3133 1.7103 0.10
O 2.3755 -1.0495 -7.6330 0.08
C -3.4573 0.7011 1.0269 -0.12
C 0.4875 3.7598 3.7359 -0.43
C -1.0366 -0.6955 -6.3055 -0.16
H -0.2237 -4.8369 -2.0318 0.11
H -0.0002 0.9261 -1.2202 0.15
C 0.0635 -3.5021 -3.7505 -0.11
H 5.1346 0.5847 4.1836 0.13
O -3.9475 1.9824 4.6497 0.02
H -4.8935 3.7151 0.5214 0.13
O 6.0168 -4.5679 -3.0071 0.12